Formula: C3H13O5
Source: OMol25
Level of theory: ωB97M-V with the def2-TZVPD basis set

Each line ends with the Löwdin charge.
Element x y z (Å)
C1 -0.352 -1.476 0.669  -0.271
O1 -1.518 -0.797 0.205  -0.105
C2 0.572 -1.769 -0.491  -0.190
C3 0.907 -0.462 -1.272  -0.457
O2 0.906 0.562 -0.377  -0.327
H1 0.140 -0.754 1.321  0.067
H2 -0.679 -2.392 1.159  0.113
H3 0.254 -2.647 -1.076  0.095
H4 1.499 -2.156 -0.034  0.099
H5 1.907 -0.637 -1.747  0.081
H6 0.263 -0.351 -2.179  0.086
H7 0.493 2.218 -0.984  0.001
H8 1.194 -0.232 2.068  -0.022
H9 2.466 0.654 2.269  0.019
O3 1.845 0.087 2.714  -0.077
H10 -1.932 1.945 0.451  0.024
H11 -0.939 2.630 -1.360  0.001
O4 -0.179 2.935 -0.855  -0.123
H12 -1.178 0.018 -0.181  0.033
H13 -2.863 0.943 -0.452  0.017
O5 -2.804 1.679 0.152  -0.065

The value obtained for the gap between HOMO and LUMO is 7.8 eV. As for the net charge: -1. As for the HOMO energy: -0.1433 hartree. The value obtained for the relative energy (zero: lowest compared OMol25 entry of this formula, charge and spin) is 22.7 kcal per mole. The lowest unoccupied orbital energy comes out at 3.867 eV. As for the spin multiplicity: 1. The calculation puts the calculated total energy at -498.30141 a.u.

Formula: C3H14CdO8
Source: OMol25
Level of theory: ωB97M-V with the def2-TZVPD basis set

Each line ends with the Löwdin charge.
Element x y z (Å)
Cd1 0.006 -0.179 0.435  1.429
C1 1.112 -2.275 1.169  -0.803
O1 1.651 -1.454 0.394  -0.121
O2 1.870 -3.251 1.774  0.148
O3 -0.029 -2.060 1.528  -0.052
H1 2.693 -3.200 1.474  0.024
C2 -0.170 0.798 -2.677  -0.138
C3 -0.016 -0.697 -2.389  -0.487
O4 -0.750 -1.124 -1.299  -0.401
H2 0.653 0.998 -3.374  0.069
H3 0.198 1.494 -1.948  0.000
H4 -1.140 1.144 -3.045  0.075
H5 1.008 -1.027 -2.351  0.079
H6 -0.329 -1.131 -3.363  0.094
O5 -0.018 0.524 2.683  -0.050
H7 -0.722 1.001 3.082  0.045
H8 0.735 0.751 3.205  0.054
O6 -1.182 1.865 -0.001  -0.098
H9 -0.851 2.506 -0.616  0.032
H10 -2.134 1.959 -0.014  0.058
O7 1.699 1.408 0.281  -0.101
H11 1.697 2.353 0.507  0.072
H12 2.182 0.957 0.998  0.050
O8 -2.311 -0.460 1.254  -0.075
H13 -2.841 -0.816 0.534  0.064
H14 -2.999 -0.095 1.771  0.031

The value obtained for the gap between HOMO and LUMO is 6.8 eV. As for the HOMO energy: -0.2670 hartree. The value obtained for the relative energy (zero: lowest compared OMol25 entry of this formula, charge and spin) is 24.4 kcal per mole. The lowest unoccupied orbital energy comes out at -0.480 eV. As for the spin multiplicity: 1. The calculation puts the calculated total energy at -892.32166 a.u.

Formula: C3H14HgNOS
Source: OMol25
Level of theory: ωB97M-V with the def2-TZVPD basis set

Each line ends with the Löwdin charge.
Element x y z (Å)
C1 -1.360 -2.583 -2.631  -0.494
Hg1 -0.931 -0.490 -2.036  0.286
N1 -0.526 1.738 -3.241  -0.175
H1 0.910 -0.389 0.938  -0.020
H2 -1.822 -1.751 -1.522  -0.145
H3 -1.529 -3.460 -1.990  -0.036
H4 -0.373 -2.767 -3.109  -0.042
H5 -2.124 -2.520 -3.405  -0.043
H6 0.416 2.140 -3.170  -0.009
H7 -1.180 2.489 -2.992  -0.017
H8 -0.686 1.534 -4.231  -0.028
C2 1.761 -0.353 3.340  -0.278
S1 1.284 0.553 1.883  0.506
C3 -0.219 1.358 2.383  -0.280
O1 2.312 1.521 1.513  -0.491
H9 0.882 -0.847 3.774  0.035
H10 2.202 0.369 4.041  0.057
H11 2.508 -1.100 3.039  0.054
H12 0.050 2.378 2.682  0.054
H13 -0.897 1.375 1.519  0.038
H14 -0.678 0.807 3.213  0.030

The value obtained for the gap between HOMO and LUMO (alpha / beta) is 3.0 / 3.7 eV. As for the net charge: -1. As for the HOMO energy (alpha / beta): -0.0030 / -0.0233 hartree. The value obtained for the relative energy (zero: lowest compared OMol25 entry of this formula, charge and spin) is 32.8 kcal per mole. The lowest unoccupied orbital energy (alpha / beta) comes out at 2.968 / 3.063 eV. As for the spin multiplicity: 1. The calculation puts the calculated total energy at -803.91621 a.u.

Formula: C3H14IrNOS
Source: OMol25
Level of theory: ωB97M-V with the def2-TZVPD basis set

Each line ends with the Löwdin spin population.
Element x y z (Å)
C1 -0.969 -1.818 -1.709  0.276
Ir1 -1.084 0.069 -0.097  2.921
N1 -2.116 1.692 0.375  0.359
H1 -1.743 -1.004 0.854  0.264
H2 -2.561 1.586 1.280  0.041
H3 -1.374 -0.821 -1.823  0.143
H4 -1.833 -2.429 -1.990  0.023
H5 -0.673 -2.305 -0.730  0.038
H6 -0.069 -1.820 -2.331  0.015
H7 -1.526 2.499 0.439  0.032
H8 -2.829 1.913 -0.299  0.060
C2 2.162 -0.651 -0.357  0.063
S1 0.973 0.607 0.052  0.383
C3 1.206 0.780 1.797  0.117
O1 1.382 1.872 -0.614  0.210
H9 2.340 -1.272 0.524  0.004
H10 3.083 -0.134 -0.594  0.007
H11 1.837 -1.239 -1.212  0.006
H12 2.074 0.207 2.088  0.008
H13 1.386 1.828 2.007  0.011
H14 0.333 0.440 2.340  0.020

The value obtained for the gap between HOMO and LUMO (alpha / beta) is 5.2 / 7.3 eV. As for the net charge: +1. As for the HOMO energy (alpha / beta): -0.3029 / -0.5492 hartree. The value obtained for the relative energy (zero: lowest compared OMol25 entry of this formula, charge and spin) is 16.2 kcal per mole. The lowest unoccupied orbital energy (alpha / beta) comes out at -3.045 / -7.642 eV. As for the spin multiplicity: 6. The calculation puts the calculated total energy at -754.56293 a.u.

Formula: C3H14N2O
Source: OMol25
Level of theory: ωB97M-V with the def2-TZVPD basis set

Each line ends with the Löwdin charge.
Element x y z (Å)
C1 -0.742 -0.712 1.127  -0.090
C2 0.205 -1.467 0.087  -0.158
C3 0.255 -0.517 -1.043  0.026
N1 1.522 -1.211 -2.205  0.183
N2 -0.106 0.599 1.563  0.165
H1 -1.730 -0.554 0.705  0.139
H2 -0.799 -1.339 2.012  0.140
H3 0.953 -1.973 0.693  0.147
H4 -0.433 -2.286 -0.273  0.140
H5 0.881 0.359 -0.872  0.109
H6 -0.407 -0.322 -1.877  0.138
H7 1.610 -0.959 -3.195  0.153
H8 1.321 -2.214 -2.286  0.142
H9 2.463 -1.183 -1.811  0.143
H10 -0.140 0.701 2.580  0.178
H11 0.850 0.587 1.211  0.146
H12 -0.550 1.532 1.216  0.093
H13 -0.840 3.655 0.577  0.111
H14 -1.922 2.867 -0.054  0.104
O1 -1.194 2.750 0.573  -0.009

The value obtained for the gap between HOMO and LUMO is 12.5 eV. As for the net charge: +2. As for the HOMO energy: -0.7400 hartree. The value obtained for the relative energy (zero: lowest compared OMol25 entry of this formula, charge and spin) is 38.4 kcal per mole. The lowest unoccupied orbital energy comes out at -7.683 eV. As for the spin multiplicity: 1. The calculation puts the calculated total energy at -306.78307 a.u.

Formula: C3H14N2O2
Source: OMol25
Level of theory: ωB97M-V with the def2-TZVPD basis set

Each line ends with the Löwdin spin population.
Element x y z (Å)
N1 1.469 -1.947 0.222  0.018
C1 0.555 -0.809 0.036  0.067
C2 0.213 -0.074 1.363  0.093
C3 -0.741 -1.325 -0.665  0.041
N2 -1.631 -0.236 -0.785  0.029
H1 2.385 -1.723 -0.210  0.025
H2 1.717 -1.982 1.166  0.011
H3 0.932 -0.095 -0.735  0.037
H4 -0.448 0.800 1.292  0.021
H5 1.095 0.134 1.955  0.046
H6 -0.377 -0.819 1.996  0.005
H7 -0.525 -1.757 -1.680  0.010
H8 -1.032 -2.138 0.016  0.002
H9 -1.370 0.333 -1.561  0.047
H10 -2.621 -0.665 -0.951  0.016
H11 2.329 1.670 0.073  0.102
H12 3.604 1.136 0.298  0.085
O1 2.971 1.043 -0.367  0.232
H13 -2.667 1.655 -0.183  0.008
H14 -2.838 3.192 -0.581  0.029
O2 -2.872 2.555 0.197  0.078

The value obtained for the gap between HOMO and LUMO (alpha / beta) is 2.6 / 9.5 eV. As for the net charge: -1. As for the HOMO energy (alpha / beta): 0.0364 / -0.2165 hartree. The value obtained for the relative energy (zero: lowest compared OMol25 entry of this formula, charge and spin) is 21.3 kcal per mole. The lowest unoccupied orbital energy (alpha / beta) comes out at 3.582 / 3.657 eV. As for the spin multiplicity: 2. The calculation puts the calculated total energy at -382.61344 a.u.

Formula: C3H14N2O2
Source: OMol25
Level of theory: ωB97M-V with the def2-TZVPD basis set

Each line ends with the Löwdin spin population.
Element x y z (Å)
N1 0.829 -0.328 2.094  0.067
C1 -0.509 -0.801 1.635  0.101
C2 -0.656 -0.976 0.142  0.054
N2 -0.190 0.139 -0.721  0.017
C3 1.194 0.057 -1.126  0.185
H1 1.547 -0.619 1.432  0.040
H2 1.046 -0.811 2.958  0.041
H3 -0.770 -1.742 2.132  0.020
H4 -1.214 -0.048 1.985  0.015
H5 -0.225 -1.882 -0.268  0.010
H6 -1.733 -1.039 -0.054  0.008
H7 -0.322 1.011 -0.205  0.021
H8 1.992 0.101 -0.371  0.043
H9 1.408 -0.919 -1.585  0.018
H10 1.440 0.744 -1.923  0.041
H11 -0.724 -0.309 -2.655  0.003
H12 -1.330 0.501 -3.825  0.013
O1 -1.034 -0.379 -3.573  0.027
H13 -0.161 2.989 0.751  0.083
H14 0.051 1.898 1.816  0.036
O2 -0.641 2.413 1.362  0.157

The value obtained for the gap between HOMO and LUMO (alpha / beta) is 2.8 / 9.6 eV. As for the net charge: -1. As for the HOMO energy (alpha / beta): 0.0411 / -0.2081 hartree. The value obtained for the relative energy (zero: lowest compared OMol25 entry of this formula, charge and spin) is 12.5 kcal per mole. The lowest unoccupied orbital energy (alpha / beta) comes out at 3.932 / 3.908 eV. As for the spin multiplicity: 2. The calculation puts the calculated total energy at -382.62751 a.u.

Formula: C3H14N2O2
Source: OMol25
Level of theory: ωB97M-V with the def2-TZVPD basis set

Each line ends with the Löwdin spin population.
Element x y z (Å)
C1 -1.835 -1.786 -0.158  0.015
C2 -1.042 -0.622 0.429  0.063
N1 0.019 -0.213 -0.462  0.006
C3 1.056 0.669 0.148  0.121
N2 1.620 1.447 -0.925  0.025
H1 -2.221 -1.643 -1.171  0.002
H2 -2.501 -2.174 0.612  0.003
H3 -1.121 -2.598 -0.383  0.001
H4 -1.729 0.215 0.610  0.035
H5 -0.665 -1.013 1.377  0.013
H6 -0.399 0.406 -1.144  0.010
H7 1.828 0.128 0.731  0.017
H8 0.509 1.150 0.969  0.042
H9 1.755 0.759 -1.655  0.002
H10 2.505 1.897 -0.730  0.023
H11 -1.388 3.226 3.497  0.099
H12 -0.520 2.963 2.291  0.122
O1 -1.000 2.482 2.999  0.395
H13 1.796 -2.527 -2.502  0.002
H14 1.336 -1.167 -1.986  0.000
O2 1.995 -1.601 -2.549  0.006

The value obtained for the gap between HOMO and LUMO (alpha / beta) is 2.2 / 9.2 eV. As for the net charge: -1. As for the HOMO energy (alpha / beta): 0.0377 / -0.2225 hartree. The value obtained for the relative energy (zero: lowest compared OMol25 entry of this formula, charge and spin) is 18.8 kcal per mole. The lowest unoccupied orbital energy (alpha / beta) comes out at 3.234 / 3.150 eV. As for the spin multiplicity: 2. The calculation puts the calculated total energy at -382.61749 a.u.

Formula: C3H14N2O2
Source: OMol25
Level of theory: ωB97M-V with the def2-TZVPD basis set

Each line ends with the Löwdin charge.
Element x y z (Å)
C1 -1.686 0.697 -1.923  -0.107
C2 -0.685 0.546 -0.820  -0.316
N1 -1.118 -0.386 0.190  -0.100
C3 -1.021 -0.090 1.588  -0.330
N2 -2.158 0.609 2.204  0.001
H1 -1.734 -0.192 -2.553  0.071
H2 -2.659 0.795 -1.434  0.072
H3 -1.605 1.578 -2.545  0.067
H4 -0.627 1.512 -0.301  0.110
H5 0.348 0.353 -1.134  0.103
H6 -1.690 -1.155 -0.115  0.109
H7 -0.932 -1.051 2.098  0.106
H8 -0.079 0.414 1.807  0.109
H9 -2.921 -0.053 2.207  0.049
H10 -2.487 1.338 1.567  0.056
O1 1.795 -2.568 3.765  -0.066
H11 2.578 -2.210 3.325  0.034
H12 1.834 -2.135 4.625  0.033
O2 4.924 1.046 -4.326  -0.067
H13 5.707 0.493 -4.188  0.036
H14 4.215 0.459 -4.036  0.031

The value obtained for the gap between HOMO and LUMO is 9.0 eV. As for the HOMO energy: -0.3019 hartree. The value obtained for the relative energy (zero: lowest compared OMol25 entry of this formula, charge and spin) is 28.3 kcal per mole. As for the SMILES: CCNCN.O.O. The lowest unoccupied orbital energy comes out at 0.750 eV. As for the spin multiplicity: 1. The calculation puts the calculated total energy at -382.65464 a.u.

Formula: C3H14N2O2
Source: OMol25
Level of theory: ωB97M-V with the def2-TZVPD basis set

Each line ends with the Löwdin charge.
Element x y z (Å)
N1 -1.842 -0.088 -2.221  0.002
C1 1.122 -1.593 0.694  -0.036
C2 0.512 -0.351 1.465  -0.168
N2 1.175 0.819 0.963  0.032
C3 0.249 1.819 0.664  -0.110
H1 -1.944 -0.293 -1.187  -0.037
H2 1.474 -1.293 -0.277  0.042
H3 0.441 -2.362 0.441  0.066
H4 1.950 -2.130 1.092  0.065
H5 -0.650 -0.391 1.410  0.107
H6 0.711 -0.358 2.515  0.142
H7 1.576 0.580 0.045  0.041
H8 -0.241 1.783 -0.300  0.103
H9 -0.646 1.813 1.393  0.121
H10 0.591 2.913 0.623  0.125
H11 -2.324 -0.842 -2.723  0.005
H12 2.114 0.611 -2.308  -0.033
O1 1.564 0.439 -1.543  -0.253
H13 -0.840 -0.220 -2.324  -0.025
H14 -2.896 -0.326 1.048  0.009
O2 -2.095 -0.532 0.530  -0.198

The value obtained for the gap between HOMO and LUMO is 4.2 eV. As for the HOMO energy: -0.3288 hartree. The value obtained for the relative energy (zero: lowest compared OMol25 entry of this formula, charge and spin) is 208.9 kcal per mole. The lowest unoccupied orbital energy comes out at -4.724 eV. As for the spin multiplicity: 1. The calculation puts the calculated total energy at -382.36691 a.u.